Density functional theory data (ωB97M-V/def2-TZVPD) for 2 unconnected molecules or ions with the total composition C7H17N2OSSi.

```
! wB97M-V def2-TZVPD RIJCOSX def2/J DEFGRID3
* xyz 1 1
C 0.6608 -2.7812 -0.8379
H 1.3457 -3.0300 -1.6518
N 2.7787 3.0380 -0.1725
H 2.8761 3.9406 -0.5972
H 2.1587 2.3700 -0.5874
S -0.9154 -2.3465 -1.6493
N 4.2862 3.5885 1.4811
H 4.4155 4.5031 1.0921
H -0.6752 0.1349 1.1203
H -3.8252 -1.6720 1.4047
Si -2.2436 -1.0891 -0.3731
H -2.1765 -2.1303 1.8131
C -3.5570 -0.4784 -1.5673
C -2.9256 -2.1445 1.0153
C 1.7980 -0.8282 0.5515
C 3.4539 2.6575 0.9519
H -4.3997 -0.0759 -1.0084
H -2.2283 0.9209 0.9176
H 2.3286 0.0387 0.9400
H 4.7952 3.3341 2.3078
H -0.5242 -1.5293 -2.6481
H 0.5260 -3.6989 -0.2658
H -3.1259 0.3483 -2.1401
C 1.2561 -1.7178 -0.0441
C -1.4240 0.4056 0.3794
H -3.0804 -3.1881 0.7443
H -1.0357 1.1204 -0.3451
O 3.3220 1.5469 1.4560
H -3.8647 -1.2373 -2.2872
*
```

Gap between HOMO and LUMO, eV: 9.4
HOMO level, eV: -12.6919

Here are the natural (NBO) charges for atoms 1 to 8, given in e: -0.564 0.282 -0.840 0.397 0.399 0.209 -0.827 0.396



Density functional theory data (ωB97M-V/def2-TZVPD) for a molecular structure, C4H3ClIN.

```
! wB97M-V def2-TZVPD RIJCOSX def2/J DEFGRID3
* xyz 0 1
C 0.3383 0.4045 0.3142
Cl -1.0570 -2.6403 0.6069
C -0.4694 1.4674 0.5079
H 1.5023 -1.0619 -0.4570
I -3.1725 -0.2100 0.1754
C -1.3408 -1.1147 -0.0814
N -1.0268 2.3961 0.9714
H 1.3166 0.4077 -1.4731
C 1.4945 0.0038 -0.5146
H 2.4147 0.3476 -0.0496
*
```

Gap between HOMO and LUMO (alpha / beta), eV: 6.6 / 4.9
HOMO level (alpha / beta), eV: -8.4412 / -7.5296

Here are the natural (NBO) charges for atoms 1 to 8, given in e: 0.114 0.087 0.069 0.241 0.305 -0.328 -0.271 0.238



Density functional theory data (ωB97M-V/def2-TZVPD) for a molecular structure, C18H36CrF8NO22PS2.

```
! wB97M-V def2-TZVPD RIJCOSX def2/J DEFGRID3
* xyz 0 5
H -1.4916 1.5496 3.0856
C -3.9263 2.7437 -4.2401
C 0.8821 3.9711 -2.7279
H 1.6236 4.3111 -3.4508
O 0.6175 -1.9070 0.6131
O 0.6252 1.8483 -1.0226
H 1.7966 -5.5881 1.1224
O 4.1583 0.4998 0.5431
H 6.0827 0.8620 0.1855
H -0.0900 -1.9140 3.0983
F -1.7971 3.9865 -0.7356
C -3.1009 -3.7016 2.0949
O -3.8900 0.3695 -3.0777
H -4.5167 -1.5035 -3.5147
C 5.5412 0.2721 0.9250
H 4.0484 0.8307 3.9922
O 1.5516 3.8854 -1.5454
H -3.7684 -1.4983 -1.9411
C -2.8439 1.2975 -2.6385
H -1.2991 1.5081 4.8814
H -2.7618 -1.3259 -3.3692
C 3.4245 -0.3598 -0.1409
O 2.2533 0.5311 2.8864
H 5.7986 0.5499 1.9471
H -3.4416 2.5054 -5.1869
H 0.2130 4.7998 -2.4963
C -1.1142 0.9891 3.9409
H 2.0661 4.7146 0.8330
C -3.7191 -1.0442 -2.9307
S -0.2468 -2.5046 -2.5705
C 0.7480 -2.5791 3.3067
C 2.5293 -5.0123 0.5570
H 4.5659 -2.8575 -1.7630
H -2.5512 -4.5210 2.5580
F -1.3720 -2.8763 -1.3972
Cr -0.0440 0.0072 -0.4536
O -2.1894 -2.7034 1.6013
C 1.3411 2.8311 -0.7682
O 1.7847 -3.8113 0.1596
C -2.5432 -1.6110 0.9440
H 3.6093 4.3364 0.0235
F -1.4946 3.9912 1.5891
H 1.5836 -1.9198 3.5418
O 2.1676 -0.1920 -0.3615
H 2.7604 1.9177 4.3781
O 0.9684 -3.5145 2.2927
C 2.8892 4.0028 0.7707
C 0.9506 0.6917 2.7503
H 2.7732 -5.6424 -0.2983
N 0.0692 -1.0982 -1.9974
O -2.9611 2.4340 -3.2224
O 1.6476 -1.4556 -4.2953
H -4.0423 3.8275 -4.2364
H 2.7294 0.1078 4.8115
O 4.2100 -1.1928 -0.7052
O -4.0398 -1.5628 0.9942
H 5.8799 -0.7507 0.7599
F -1.4892 1.9803 0.4219
O 0.3647 0.4331 1.6695
H -3.7456 -3.2031 2.8187
F -3.6329 2.7051 -0.4336
O 0.7540 -3.5080 -2.3202
O -0.1610 0.2944 -4.2419
O -1.9278 0.9922 -1.8846
H 3.5872 -1.6336 -2.7478
C -4.6605 -0.3274 0.6508
H -1.4759 -0.0308 3.8104
O 2.2452 2.8361 0.2750
F -3.3196 2.3358 1.7351
C 1.0235 -3.0270 0.9537
F -3.4786 4.5384 0.7712
H -3.8898 -3.9453 1.3833
H -4.9099 2.3340 -4.0104
C 3.7729 -2.1099 -1.7851
H 3.3959 -4.8747 1.2037
H 3.2670 3.8807 1.7858
O -1.0566 -2.5951 -3.8060
H -4.7019 0.2301 1.5865
H 0.3195 3.0900 -3.0365
H -5.6108 -0.3223 0.1170
F 1.7932 0.3439 -2.8586
O 0.2958 0.9389 3.9025
S 0.7383 -0.5974 -3.5906
P -2.4992 3.2425 0.6429
H 2.8586 -2.6818 -1.6269
C 2.9639 0.8873 4.0866
H 0.4214 -3.0869 4.2142
O -1.8131 -0.8858 0.2840
H -4.0738 0.2411 -0.0708
*
```

Gap between HOMO and LUMO (alpha / beta), eV: 8.0 / 9.9
HOMO level (alpha / beta), eV: -8.0001 / -9.8946

Here are the Mulliken charges for atoms 1 to 8, given in e: 0.136 -0.865 -0.632 0.297 1.247 0.244 0.341 -0.213